Computed, not measured: the ion C4H6N3O with charge +1, with wB97M-V/def2-TZVPD.

Calculated values
maximum force = 0.06167 Eh/bohr
SMILES = C=C=[NH+]NC(=C)N=O
net charge = +1
HOMO-LUMO gap (spin up / spin down) = 8.0 / 8.0 eV
energy = -10749.4071 eV
relative energy (zero: lowest compared OMol25 entry of this formula, charge and spin) = 5.855 eV

Each line ends with the Löwdin charge.
Geometry (Å):
C1 0.832 -0.023 0.908  -0.32
C2 -1.144 -0.428 -0.962  -0.01
C3 1.050 0.994 0.066  0.13
C4 -1.668 0.623 -1.402  0.16
N1 0.368 -1.321 0.521  0.07
N2 -0.368 -1.376 -0.626  0.10
N3 0.962 -0.014 2.323  0.01
O1 1.599 0.872 2.831  0.08
H1 1.599 1.902 0.342  0.10
H2 0.700 0.972 -0.977  0.06
H3 -2.724 0.727 -1.181  0.13
H4 -1.160 1.422 -1.897  0.11
H5 0.189 -2.085 1.161  0.17
H6 -0.234 -2.268 -1.108  0.21

***

Computed, not measured: a structure of composition C47H50IN3NaO2S2, with wB97M-V/def2-TZVPD.

Calculated values
maximum force = 0.00959 Eh/bohr
net charge = +1
HOMO-LUMO gap = 5.4 eV
energy = -92297.0883 eV
relative energy (zero: lowest compared OMol25 entry of this formula, charge and spin) = 0.000 eV

Each line ends with the Löwdin charge.
Geometry (Å):
Na1 0.186 0.066 -0.582  0.16
C1 -6.869 -3.076 -4.377  -0.04
C2 -5.818 -2.522 -3.453  -0.26
C3 -5.414 -1.193 -3.543  -0.02
C4 -4.437 -0.682 -2.703  -0.06
C5 -3.864 -1.515 -1.758  -0.37
C6 -4.229 -2.851 -1.661  -0.07
C7 -5.211 -3.344 -2.504  -0.03
S1 -2.594 -0.899 -0.671  1.01
O1 -1.925 0.232 -1.398  -0.55
C8 -3.646 -0.245 0.641  -0.28
C9 -3.929 -1.219 1.630  -0.07
C10 -4.689 -0.898 2.710  -0.01
C11 -5.178 0.421 2.878  -0.16
C12 -5.932 0.786 4.021  -0.03
C13 -6.358 2.070 4.192  -0.07
C14 -6.051 3.052 3.225  -0.06
C15 -5.335 2.726 2.110  -0.01
C16 -4.877 1.399 1.904  -0.11
C17 -4.096 1.044 0.755  -0.13
C18 -3.813 2.120 -0.246  -0.15
C19 -4.812 2.492 -1.188  -0.12
C20 -6.069 1.834 -1.249  -0.02
C21 -7.001 2.199 -2.175  -0.06
C22 -6.729 3.240 -3.093  -0.07
C23 -5.532 3.891 -3.057  -0.03
C24 -4.542 3.538 -2.104  -0.15
C25 -3.294 4.203 -2.053  0.00
C26 -2.351 3.845 -1.136  -0.05
C27 -2.630 2.808 -0.227  -0.30
S2 -1.311 2.267 0.863  1.03
O2 -0.083 3.005 0.405  -0.50
C28 -1.883 3.000 2.378  -0.37
C29 -2.096 4.364 2.506  -0.05
C30 -2.593 4.856 3.701  -0.03
C31 -2.890 4.002 4.763  -0.27
C32 -3.457 4.536 6.049  -0.04
C33 -2.655 2.638 4.614  -0.03
C34 -2.148 2.132 3.428  -0.07
H1 -7.365 -2.282 -4.932  0.08
H2 -7.625 -3.630 -3.821  0.08
H3 -6.424 -3.763 -5.099  0.09
H4 -5.871 -0.547 -4.283  0.12
H5 -4.105 0.344 -2.788  0.11
H6 -3.749 -3.499 -0.937  0.11
H7 -5.505 -4.384 -2.431  0.12
H8 -3.512 -2.213 1.524  0.11
H9 -4.907 -1.641 3.468  0.12
H10 -6.160 0.025 4.757  0.12
H11 -6.935 2.340 5.067  0.11
H12 -6.387 4.070 3.369  0.11
H13 -5.101 3.488 1.378  0.12
H14 -6.279 1.030 -0.555  0.13
H15 -7.954 1.689 -2.212  0.11
H16 -7.478 3.520 -3.823  0.11
H17 -5.318 4.691 -3.756  0.11
H18 -3.097 4.999 -2.761  0.12
H19 -1.380 4.323 -1.094  0.11
H20 -1.885 5.028 1.676  0.12
H21 -2.774 5.919 3.808  0.12
H22 -3.775 5.572 5.943  0.08
H23 -2.715 4.491 6.848  0.09
H24 -4.316 3.943 6.367  0.08
H25 -2.886 1.963 5.430  0.12
H26 -1.978 1.067 3.301  0.11
C35 1.285 -0.078 3.431  -0.10
C36 1.162 -1.391 2.652  -0.56
C37 2.527 -1.880 2.159  -0.11
C38 0.145 -1.270 1.504  -0.19
H27 2.144 -0.072 4.114  0.07
H28 0.393 0.095 4.036  0.07
H29 1.347 0.786 2.758  0.04
H30 0.857 -2.143 3.399  0.12
H31 2.918 -1.259 1.344  0.03
H32 2.434 -2.882 1.735  0.08
H33 3.267 -1.928 2.967  0.07
H34 -0.800 -0.898 1.943  -0.01
H35 -0.084 -2.290 1.155  0.00
I1 0.009 -1.530 -3.860  0.96
C39 0.512 0.504 -3.886  -0.76
C40 0.579 1.174 -5.099  -0.12
C41 0.924 2.514 -5.074  -0.05
C42 1.178 3.127 -3.856  -0.05
C43 1.078 2.367 -2.705  -0.12
N1 0.757 1.068 -2.716  0.01
H36 0.367 0.660 -6.025  0.10
H37 0.989 3.074 -5.998  0.12
H38 1.435 4.175 -3.796  0.11
H39 1.216 2.802 -1.721  0.08
N2 4.832 1.547 1.699  0.05
C44 5.050 0.703 0.473  -0.08
C45 3.761 0.757 -0.379  -0.18
N3 2.631 1.191 0.402  -0.05
C46 2.750 2.548 0.894  -0.19
C47 4.194 2.858 1.338  -0.08
H40 5.712 1.685 2.193  0.18
H41 4.200 1.044 2.331  0.17
H42 5.267 -0.305 0.822  0.13
H43 5.924 1.104 -0.038  0.13
H44 3.574 -0.239 -0.779  0.13
H45 3.888 1.428 -1.231  0.12
H46 2.282 0.508 1.066  0.05
H47 2.066 2.676 1.729  0.11
H48 2.442 3.272 0.139  0.11
H49 4.233 3.511 2.207  0.13
H50 4.809 3.285 0.546  0.13

***

Computed, not measured: a structure of composition C8H9N4SSbSe4Ti, with wB97M-V/def2-TZVPD.

Calculated values
maximum force = 0.05942 Eh/bohr
net charge = -2
HOMO-LUMO gap (spin up / spin down) = 4.8 / 4.8 eV
energy = -316281.1572 eV
relative energy (zero: lowest compared OMol25 entry of this formula, charge and spin) = 0.000 eV

Each line ends with the Löwdin charge.
Geometry (Å):
Ti1 1.562 0.132 0.015  -0.03
C1 -2.590 -0.716 1.508  -0.07
C2 -1.361 -0.247 0.782  -0.33
N1 -0.124 -0.569 1.180  -0.14
N2 -0.030 -1.406 2.308  -0.02
C3 1.189 -1.481 2.726  -0.85
N3 1.390 -2.278 3.870  0.01
S1 2.622 -0.658 2.085  0.53
C4 -1.414 0.507 -0.396  -0.27
C5 -2.628 0.958 -0.979  -0.06
C6 -2.605 1.656 -2.149  -0.13
C7 -1.351 1.919 -2.769  -0.11
C8 -0.212 1.485 -2.159  -0.17
N4 -0.193 0.801 -0.984  -0.09
H1 -2.303 -1.097 2.482  0.04
H2 -3.107 -1.519 0.971  0.07
H3 -3.313 0.094 1.638  0.06
H4 0.644 -2.956 3.958  0.06
H5 2.305 -2.702 3.886  0.05
H6 -3.566 0.730 -0.492  0.09
H7 -3.534 1.994 -2.594  0.08
H8 -1.276 2.450 -3.709  0.08
H9 0.760 1.666 -2.604  0.08
Se1 4.040 1.273 -3.957  -0.32
Sb1 3.961 0.186 -1.776  -0.32
Se2 2.985 1.985 -0.316  0.06
Se3 2.125 -1.602 -1.754  0.01
Se4 6.021 -0.606 -0.771  -0.30

***

Computed, not measured: a structure of composition C18H27BeN2O4P2S2, with wB97M-V/def2-TZVPD.

Calculated values
maximum force = 0.09000 Eh/bohr
net charge = +1
HOMO-LUMO gap = 5.9 eV
energy = -70919.7105 eV
relative energy (zero: lowest compared OMol25 entry of this formula, charge and spin) = 0.239 eV

Each line ends with the Löwdin charge.
Geometry (Å):
Be1 -0.410 -0.455 -0.099  -0.13
P1 1.734 -0.630 0.659  0.77
C1 2.032 -0.769 -1.258  -0.26
C2 0.935 -1.424 -2.041  -0.26
N1 -0.297 -1.132 -1.589  -0.01
C3 -1.416 -1.386 -2.294  -0.29
C4 -1.324 -2.154 -3.437  0.00
C5 -0.078 -2.591 -3.877  -0.01
C6 1.072 -2.204 -3.187  0.01
C7 -2.659 -0.734 -1.761  -0.23
P2 -2.140 0.668 -0.661  0.88
H1 2.061 -2.476 -3.564  0.13
H2 -2.229 -2.349 -4.004  0.12
H3 0.005 -3.168 -4.799  0.12
H4 -3.234 -0.297 -2.581  0.10
H5 -3.264 -1.434 -1.171  0.11
H6 2.165 0.294 -1.612  0.08
H7 2.981 -1.326 -1.370  0.08
H8 0.946 3.215 -1.685  -0.01
O1 1.614 2.486 -1.858  -0.11
H9 2.016 2.707 -2.739  0.07
H10 -0.221 3.819 -0.080  0.10
O2 -0.212 4.127 -1.019  -0.07
H11 -0.555 5.042 -1.043  0.10
C8 -1.984 1.975 -1.871  -0.24
H12 -2.889 1.981 -2.489  0.06
H13 -1.820 2.940 -1.381  0.02
H14 -1.098 1.820 -2.498  0.06
C9 -3.445 1.051 0.487  -0.24
H15 -3.200 2.024 0.928  0.06
H16 -4.399 1.084 -0.048  0.06
H17 -3.467 0.304 1.287  0.03
C10 2.173 -2.272 1.279  -0.19
H18 3.024 -2.609 0.678  0.06
H19 2.475 -2.202 2.331  0.06
H20 1.341 -2.981 1.196  0.04
C11 3.225 0.383 0.849  -0.18
H21 3.418 0.703 1.879  0.02
H22 4.031 -0.304 0.553  0.07
H23 3.173 1.243 0.164  0.06
O3 1.685 2.047 3.378  -0.27
S1 1.635 0.623 3.623  0.71
O4 2.852 -0.107 3.903  -0.28
N2 0.829 -0.093 2.255  -0.31
C12 -0.303 -0.786 2.608  -0.69
S2 -1.243 -1.613 1.485  0.84
C13 -0.623 -0.659 3.991  -0.23
C14 -1.726 -1.202 4.671  0.00
C15 -1.785 -1.037 6.056  -0.04
C16 -0.807 -0.288 6.751  -0.03
C17 0.260 0.302 6.057  -0.02
C18 0.331 0.101 4.686  -0.21
H24 -2.506 -1.720 4.105  0.11
H25 -2.612 -1.464 6.614  0.11
H26 -0.882 -0.143 7.825  0.12
H27 1.026 0.914 6.541  0.13

***

Copy entry 3 word for word.
Computed, not measured: a structure of composition C8H9N4SSbSe4Ti, with wB97M-V/def2-TZVPD.

Calculated values
maximum force = 0.05942 Eh/bohr
net charge = -2
HOMO-LUMO gap (spin up / spin down) = 4.8 / 4.8 eV
energy = -316281.1572 eV
relative energy (zero: lowest compared OMol25 entry of this formula, charge and spin) = 0.000 eV

Each line ends with the Löwdin charge.
Geometry (Å):
Ti1 1.562 0.132 0.015  -0.03
C1 -2.590 -0.716 1.508  -0.07
C2 -1.361 -0.247 0.782  -0.33
N1 -0.124 -0.569 1.180  -0.14
N2 -0.030 -1.406 2.308  -0.02
C3 1.189 -1.481 2.726  -0.85
N3 1.390 -2.278 3.870  0.01
S1 2.622 -0.658 2.085  0.53
C4 -1.414 0.507 -0.396  -0.27
C5 -2.628 0.958 -0.979  -0.06
C6 -2.605 1.656 -2.149  -0.13
C7 -1.351 1.919 -2.769  -0.11
C8 -0.212 1.485 -2.159  -0.17
N4 -0.193 0.801 -0.984  -0.09
H1 -2.303 -1.097 2.482  0.04
H2 -3.107 -1.519 0.971  0.07
H3 -3.313 0.094 1.638  0.06
H4 0.644 -2.956 3.958  0.06
H5 2.305 -2.702 3.886  0.05
H6 -3.566 0.730 -0.492  0.09
H7 -3.534 1.994 -2.594  0.08
H8 -1.276 2.450 -3.709  0.08
H9 0.760 1.666 -2.604  0.08
Se1 4.040 1.273 -3.957  -0.32
Sb1 3.961 0.186 -1.776  -0.32
Se2 2.985 1.985 -0.316  0.06
Se3 2.125 -1.602 -1.754  0.01
Se4 6.021 -0.606 -0.771  -0.30